DFT (ωB97M-V with the def2-TZVPD basis set) results for one molecule with the formula C7H12INO4S.

Geometry as ORCA input:
```
! RIJCOSX wB97M-V def2-TZVPD def2/J DEFGRID3
* xyz 0 1
O 0.74 1.51 1.54
S 0.22 0.19 1.59
O -0.84 -0.12 2.52
N 1.51 -0.83 2.17
C 1.87 -1.90 1.37
I 1.65 -3.92 2.44
C 1.00 -1.84 0.03
C -0.48 -2.00 0.24
C 0.09 -0.61 -0.06
C -0.01 0.16 -1.32
C -1.37 1.02 -1.27
O -1.80 1.12 0.07
C -1.10 2.40 -1.94
O -0.70 3.33 -0.96
H 1.94 -0.77 3.13
H 3.00 -1.92 1.08
H 1.50 -2.08 -1.02
H -1.05 -2.41 -0.59
H -0.95 -2.04 1.19
H 0.76 0.88 -1.40
H -0.11 -0.65 -2.01
H -2.16 0.45 -1.67
H -1.49 1.93 0.48
H -0.36 2.07 -2.60
H -1.99 2.84 -2.31
H 0.15 3.19 -0.70
*
```

The SMILES is O=S1(=O)N[C@@H](I)[C@H]2C[C@]21C[C@@H](O)CO. The highest occupied orbital energy is -9.197 eV. Its gap between HOMO and LUMO is 0.342 Ha. As for the largest force on an atom: 4.3 eV Å⁻¹.

Results of the natural (NBO) charge analysis, in e, for atoms 1 through 4: O -0.9406; S 2.2958; O -0.9120; N -0.9012

***

DFT (ωB97M-V with the def2-TZVPD basis set) results for C36H32N5NiP2S2 as an isolated structure.

Geometry as ORCA input:
```
! RIJCOSX wB97M-V def2-TZVPD def2/J DEFGRID3
* xyz 1 3
Ni -0.25 0.28 -0.41
C 1.80 1.84 1.48
P 2.16 0.84 -0.03
C 3.77 0.09 0.36
C 3.74 -1.00 1.23
C 4.93 -1.58 1.66
C 6.14 -1.09 1.20
C 6.17 -0.01 0.32
C 4.98 0.58 -0.10
C 2.45 1.98 -1.43
C 2.93 1.42 -2.61
C 3.05 2.18 -3.77
C 2.66 3.51 -3.76
C 2.18 4.08 -2.59
C 2.08 3.32 -1.43
C 0.76 1.09 2.26
C 0.61 0.79 3.59
C -0.59 0.01 3.70
C -1.09 -0.14 2.43
C -2.29 -0.86 1.88
P -1.91 -1.29 0.14
C -1.19 -2.95 0.19
C -1.89 -4.11 -0.13
C -1.25 -5.35 -0.06
C 0.08 -5.43 0.33
C 0.78 -4.27 0.66
C 0.14 -3.04 0.59
C -3.49 -1.42 -0.74
C -3.52 -1.13 -2.11
C -4.71 -1.23 -2.82
C -5.88 -1.61 -2.17
C -5.85 -1.89 -0.81
C -4.67 -1.80 -0.10
N -0.27 0.53 1.54
H 1.42 2.82 1.17
H 2.72 2.00 2.04
H 2.79 -1.38 1.60
H 4.90 -2.42 2.35
H 7.07 -1.54 1.53
H 7.11 0.37 -0.04
H 5.02 1.42 -0.78
H 3.23 0.37 -2.63
H 3.43 1.73 -4.67
H 2.76 4.11 -4.66
H 1.89 5.13 -2.58
H 1.70 3.80 -0.54
H 1.26 1.10 4.40
H -1.02 -0.40 4.61
H -3.19 -0.24 1.87
H -2.51 -1.77 2.45
H -2.92 -4.06 -0.46
H -1.79 -6.25 -0.32
H 0.57 -6.39 0.39
H 1.81 -4.33 0.98
H 0.69 -2.14 0.86
H -2.62 -0.83 -2.62
H -4.73 -1.00 -3.87
H -6.81 -1.68 -2.72
H -6.76 -2.19 -0.30
H -4.66 -2.03 0.96
N 1.04 -1.99 -2.76
C 0.43 -0.88 -3.23
N -0.12 0.02 -2.46
C -0.64 1.08 -3.21
C -0.47 0.97 -4.54
S 0.35 -0.50 -4.91
C -1.29 2.13 -2.41
C -1.89 3.26 -2.82
S -2.46 4.14 -1.45
C -1.84 2.92 -0.40
N -1.27 1.92 -1.04
N -1.92 2.99 0.94
H 0.87 -2.26 -1.80
H 1.30 -2.73 -3.39
H -0.77 1.65 -5.31
H -2.03 3.63 -3.82
H -2.43 3.72 1.39
H -1.50 2.24 1.48
*
```

The highest occupied orbital energy (spin up / spin down) is -9.857 / -9.853 eV. Its gap between HOMO and LUMO (spin up / spin down) is 0.287 / 0.261 Ha. As for the largest force on an atom: 0.7 eV Å⁻¹.

Results of the Löwdin charge analysis, in e, for atoms 1 through 4: Ni 0.3935; C -0.2304; P 1.0754; C -0.3614

***

DFT (ωB97M-V with the def2-TZVPD basis set) results for a 2-piece molecular cluster, C4H9N2O overall.

Geometry as ORCA input:
```
! RIJCOSX wB97M-V def2-TZVPD def2/J DEFGRID3
* xyz 2 2
C 0.03 -0.98 -1.70
C -0.50 -1.64 -2.74
C 0.31 1.25 -0.69
N -0.04 0.47 -1.63
H 0.50 -1.47 -0.84
H -1.04 -1.11 -3.53
H -0.48 -2.70 -2.77
H 0.19 2.34 -0.86
H 0.75 0.78 0.16
H -0.46 0.92 -2.43
C -0.34 0.46 2.38
N 0.54 -0.15 3.27
O -0.92 -0.09 1.46
H -0.38 1.54 2.55
H 1.49 0.23 3.13
H 0.34 0.14 4.24
*
```

The highest occupied orbital energy (spin up / spin down) is -18.097 / -18.086 eV. Its gap between HOMO and LUMO (spin up / spin down) is 0.309 / 0.141 Ha. As for the largest force on an atom: 6.4 eV Å⁻¹.

Results of the natural (NBO) charge analysis, in e, for atoms 1 through 4: C -0.1118; C -0.2271; C 0.0800; N -0.3681

***

| no. | E_tot (eV) |
| --- | --- |
| 1 | -36066.33699 |
| 2 | -126591.17834 |
| 3 | -9298.86251 |